Entry 1:
Computed, not measured: an isolated molecule of C3H7NOS in a non-equilibrium geometry, with ωB97M-V/def2-TZVPD.

Calculated values
ΔE to the lowest compared entry with this formula, charge and spin = 2.410 eV
Kohn-Sham gap = 0.3587 Ha
SMILES = N[C@H](C=O)CS

Each line ends with the natural charge from an NBO analysis.
Cartesian coordinates (Å):
C 0.64777 -0.38127 0.89631  -0.1854
H -0.60815 1.27845 0.96282  0.2258
C 1.23765 -0.50361 -0.46103  0.4140
H 2.34900 0.06146 1.96401  0.3721
H -1.45778 0.02929 1.57005  0.2267
C -0.76570 0.22593 0.83082  -0.4627
S -1.85891 -0.14131 -0.73035  -0.1137
H 1.96529 1.37156 1.06120  0.3863
H 1.96889 -1.34786 -0.89560  0.1323
O 1.07024 0.20579 -1.42156  -0.5512
H 0.65499 -1.40864 1.40315  0.2213
N 1.55642 0.53776 1.57031  -0.8309
H -1.30484 0.81978 -1.59639  0.1655



Entry 2:
Computed, not measured: a 13-piece molecular cluster, C42H118N8O18 overall in a non-equilibrium geometry, with ωB97M-V/def2-TZVPD.

Calculated values
ΔE to the lowest compared entry with this formula, charge and spin = 0.859 eV
Kohn-Sham gap = 0.3457 Ha

Each line ends with the Mulliken charge.
Cartesian coordinates (Å):
C 3.45011 1.57666 -0.79028  1.0393
H -2.57858 -4.69556 -1.58683  0.3018
N -2.40861 2.78279 2.91545  0.8463
H 1.84584 3.71628 -2.69605  0.0698
H -5.60383 1.57115 -0.10535  0.2705
H -0.86361 -1.82142 -9.90515  0.3701
C 1.38630 -1.45473 -4.79249  -1.0970
H -2.70116 -2.09454 -3.54442  -0.0723
O 3.53302 2.23996 3.54798  -0.5314
H 2.49668 0.59745 3.11555  -0.5261
H 0.53210 -2.11708 -4.59867  0.2625
H 5.99661 -2.69488 -6.41396  0.2822
H -2.89590 -0.39453 -6.83477  0.4260
H -1.50525 -0.05819 -0.47113  -0.1302
H -3.94283 -4.35502 2.10257  0.2484
H 0.46725 -0.16402 3.56134  -0.9795
C -3.82341 -2.71210 0.01129  -0.6680
C -4.39747 2.63340 -1.22072  -0.1796
C -3.54558 -1.49517 5.34397  -1.0257
H -0.33188 1.16714 1.79973  -1.1037
O -4.88750 4.10511 5.35961  -0.4325
C 6.14131 -1.41312 -1.73239  -0.6246
H 2.01925 0.43655 5.80051  0.1049
H 4.08530 -1.83125 3.69122  0.0541
C 1.10745 1.73176 4.18613  1.4725
H 2.29629 2.24559 5.91887  0.4138
O 5.12638 -1.44958 -0.67414  -0.1534
O 0.78333 -1.23704 1.64858  0.9241
C 1.58463 1.46831 5.64381  -1.6300
C 0.66665 5.64096 0.61992  -0.8250
H -2.49137 2.37138 -6.89151  0.2646
H 0.07089 6.00034 2.63331  0.3209
O -1.24374 4.72278 1.57978  -0.5203
H 1.73673 5.76851 0.75676  0.4025
C 4.92702 -1.90460 3.00319  -1.5255
H 6.24347 -0.58421 0.86171  0.4535
H 2.06037 -2.11586 4.97204  -0.2636
H 3.98090 -0.68044 1.62143  -1.0717
H 0.39664 3.75838 -5.28448  0.5410
H 3.32851 -2.17998 -2.23362  0.0154
C 0.62690 2.29851 -3.72350  1.0462
C 4.45400 -1.62401 1.61474  2.3194
O 5.54857 2.83796 -0.42548  -0.6741
H -2.84399 -3.10656 -9.22671  0.2403
C -3.21523 -0.91663 4.00384  1.6161
N 2.59820 -1.60397 -2.70511  0.1158
H -3.47160 -2.42191 2.77928  0.2185
N -3.07733 -2.38700 -8.51372  -0.7750
H 0.70937 1.60656 6.27900  0.5061
C 0.37772 -6.40546 2.54367  -0.8132
H -5.24717 -1.43426 -1.66927  0.4402
H -1.99648 5.21339 3.77839  0.2446
H -2.63064 3.80323 -1.96017  0.0704
H -5.09335 3.30498 -1.63656  0.4594
H -0.45245 2.59209 -1.91592  -0.4573
H -1.60532 -0.75018 -4.13498  -0.0955
C 2.60132 -2.10705 -4.05460  0.1909
H 4.55294 1.84049 1.01304  0.0483
H -1.60420 3.95857 2.09808  0.3923
N 3.52888 -2.68207 1.20827  -0.4733
H -2.45622 5.04575 5.52823  0.3956
H -2.10638 -1.07527 3.81222  -0.5813
C -0.96399 -1.17186 -9.00204  -1.3177
C 0.08831 1.78827 -2.40434  0.5326
H 2.24391 3.61517 -4.17753  0.2705
H -4.38966 2.17833 6.13085  0.2270
H 3.25082 1.93714 -2.73793  0.3388
H 2.39004 -3.14614 -4.00698  0.6949
H 1.51654 -1.56929 -5.87361  0.5434
H 4.98216 -1.50553 -7.25328  0.3286
H -1.23560 -2.81937 -7.53071  0.2912
H -3.40290 -0.49145 -4.27496  0.3625
C -4.37354 3.69315 4.11284  -0.4228
C 5.64576 -1.48647 0.64547  -1.4801
H -4.49551 -0.31779 -0.49935  0.2705
H 5.30622 -2.95327 3.08627  0.4060
H 4.87073 -3.22955 -7.66564  0.2766
H -5.42067 3.23764 7.06757  0.2982
C 4.75117 1.74879 -0.04446  -0.2243
O -3.35607 -1.99691 -1.09432  0.1816
H -2.63125 4.79489 0.28897  0.4054
H 5.39835 3.06306 -1.32709  0.3984
O -3.37730 4.57976 -0.28844  -0.6847
H -5.03494 2.83135 3.79302  0.2080
O 0.58849 4.55175 -0.35171  -0.3417
O -0.61177 1.13463 0.86260  1.9180
H 3.34264 3.86920 2.30913  0.1746
H -1.92671 -1.63651 6.38251  0.3329
H 1.65808 -1.61500 1.48143  -0.7232
H 5.31088 0.88844 -0.30705  -0.1361
H 2.96902 2.54967 -0.81668  0.8694
C -2.93562 3.30402 4.21911  0.7583
H 5.55471 -1.36396 -2.66245  -0.0954
C 2.26171 1.68393 3.16234  0.2433
H -3.75752 -5.48079 -0.55553  0.3791
C -1.46692 2.60378 -6.61793  -0.9167
H -3.73271 -2.75116 -7.83535  0.2499
H 6.78594 -0.50849 -1.68288  0.3174
H 6.82145 -2.31595 -1.64676  0.3329
H -3.86108 -1.99621 0.82426  0.3130
H 0.61844 2.71382 4.25293  -0.7054
C -2.06049 -1.08490 -6.62990  -0.1546
H 2.97180 4.33284 3.96333  0.2676
H 0.77537 -0.74208 -0.45200  -0.8344
N 0.08461 0.78541 3.75556  0.9877
H -0.58695 0.72788 4.53256  -0.0327
C -3.12622 3.44883 -1.03613  1.1256
H 0.65550 -1.91952 5.90366  0.2147
C 3.63817 3.70789 3.34984  -0.6322
H 3.92602 -3.57036 1.53676  0.3720
H -4.55162 -1.23225 5.53809  0.4866
N -3.01198 -4.10498 1.81478  -0.4771
H -1.34296 3.63068 -6.96648  0.3438
C -2.04495 4.51387 4.61964  -1.5906
H -1.05880 4.16833 4.87608  0.2251
H -3.50157 -2.58484 5.24543  0.2707
H -0.19411 -6.72212 1.69445  0.2034
H -3.38024 0.14654 3.99635  -0.2000
N -1.03072 -3.53627 5.13359  -0.3125
H -0.68548 1.06146 -2.57706  -0.2398
H -4.45583 4.53277 3.37875  0.3553
H 1.63378 -3.33459 6.17348  0.5600
H -0.12348 -2.13536 -0.01826  0.3357
H 4.04626 -0.83363 -5.12669  0.2678
H 4.67286 4.01396 3.53714  0.3572
H -1.64291 2.14256 3.11712  -0.8260
C 0.15924 -1.13550 0.37195  0.4809
C -0.99686 -0.14298 0.46982  0.3099
H -0.93267 -4.25704 5.82263  0.2376
H 0.11884 6.45124 0.19363  0.3433
H 5.74517 -1.28121 3.29211  0.4439
C -2.83696 -3.76280 0.38846  1.7906
H -1.98207 -5.67335 -0.23417  0.2606
H -4.81275 -3.21301 -0.16032  0.3123
H 0.70577 4.29718 2.23896  -0.0827
H 1.14477 -0.44849 -4.45882  -0.3713
H -2.86975 2.57318 4.99412  0.1644
C -5.18353 2.91906 6.03841  -0.6460
H 0.37708 -7.12465 3.35328  0.3532
H 0.79205 1.36724 -1.66809  -0.1877
H 2.95525 -0.63464 -2.66500  -0.2049
H -3.09985 2.34485 2.33054  0.0032
C -1.77620 -1.94276 -7.92301  0.3645
C -0.28991 3.19771 -4.60562  -1.0227
H 6.26851 -2.35213 0.73771  0.5472
H 4.79096 -2.22268 -4.31655  0.7044
H -1.64438 -0.50611 1.33487  -0.6476
H -2.34758 -4.79138 2.09250  0.0925
H -3.88529 -0.49756 -2.27408  -0.6721
C -4.27974 -0.98400 -1.36744  -0.0789
H -0.79363 1.91380 -7.13728  0.3216
H -6.05397 2.46286 5.54926  0.3090
H -2.45826 2.81064 -0.51396  -0.8142
H 0.09222 -2.67116 3.61579  -0.8783
H -1.69612 -3.88003 4.53100  0.1513
H -1.62594 -0.41430 -9.33872  0.3989
O -2.68389 -1.07232 6.39799  -0.6456
C 0.77948 -4.65803 3.93851  -1.0622
H -1.89685 -3.27314 0.36420  -0.9013
H -0.81142 3.97665 -3.93971  0.0602
C -2.54940 -1.24768 -4.27788  0.0114
C 0.21773 -3.37430 4.42569  1.8457
H 1.46153 -6.34370 2.19932  0.2741
O 3.70238 1.26053 -2.16545  -0.6482
C 1.26335 -2.69190 5.41962  -1.0470
H 0.90295 1.51236 -4.41922  -0.1544
O -1.27410 2.36276 -5.23668  -0.1019
O -0.13315 -5.15147 3.00189  -0.0753
N 1.90761 3.04553 -3.41298  -0.5860
H 0.96689 -5.46354 4.73286  0.4265
C 0.02685 5.12794 1.90469  0.0128
H 2.82317 0.81704 -0.34106  -1.0181
H -4.17805 1.81235 -1.91505  -0.0218
O -3.94480 -1.54518 2.93713  -0.6429
C 3.93636 -1.89456 -4.84911  -0.7076
H 1.68448 -4.52933 3.35828  0.2270
O 3.89344 -2.68449 -6.02959  -0.4044
H -1.10775 -0.59017 -6.38168  -0.1988
H -0.05528 -0.74046 -8.56685  0.2848
C 5.03103 -2.53199 -6.88116  -0.7863
O -4.81462 2.12774 0.02473  -0.5269
H 3.55403 -2.79719 0.22603  0.0178
O -2.47731 -1.91732 -5.56331  -0.4480
H -0.23314 4.10616 -0.19344  0.1220
H 1.97141 2.01003 2.16108  0.2254
C -2.77489 -4.94583 -0.54470  -1.6202



Entry 3:
Computed, not measured: C6H13NO as an isolated structure in a non-equilibrium geometry, with ωB97M-V/def2-TZVPD.

Calculated values
ΔE to the lowest compared entry with this formula, charge and spin = 7.247 eV
Kohn-Sham gap (alpha / beta) = 0.3436 / 0.2607 Ha

Each line ends with the natural charge from an NBO analysis.
Cartesian coordinates (Å):
C -2.15949 0.62075 -0.63587  -0.5978
H 4.10588 0.35444 -0.11749  0.2237
H 2.85258 1.79482 -0.14494  0.2111
H -2.16486 1.53725 0.05897  0.2082
N 1.94528 0.08319 0.16722  0.0983
H 0.33197 1.66547 0.15067  0.1233
O 2.07124 -1.08155 0.54721  -0.3711
H 2.99689 0.77086 -1.41469  0.2168
H -1.85979 -0.93633 1.90146  0.2178
H -1.92467 0.87960 -1.66629  0.2186
H -0.14047 -2.11701 -0.01921  0.2325
H -1.70467 -2.13473 -0.50959  0.2057
H -1.13594 0.77944 1.95165  0.2001
C -0.94718 -0.11811 -0.01173  -0.2124
C 0.20017 0.79018 -0.32581  0.0341
H -0.12863 -0.58816 2.00712  0.2290
H -3.12561 0.05909 -0.70709  0.2271
C 3.05987 0.81381 -0.37248  -0.4627
C -1.06595 -0.26761 1.53109  -0.6098
C -0.76690 -1.50343 -0.63291  -0.6091
H -0.43970 -1.40197 -1.75731  0.2169



Entry 4:
Computed, not measured: an isolated molecule of C4H8O, with ωB97M-V/def2-TZVPD.

Calculated values
ΔE to the lowest compared entry with this formula, charge and spin = 1.063 eV
Kohn-Sham gap = 0.3945 Ha
SMILES = C[C@H]1CCO1

Each line ends with the natural charge from an NBO analysis.
Cartesian coordinates (Å):
H -1.28691 0.33884 1.65831  0.1669
H -2.28187 1.06174 0.36502  0.1754
H -0.76854 -1.55897 0.10852  0.2058
C 1.61961 -0.25005 0.09940  -0.6306
H 0.55616 0.54954 -1.60270  0.1718
C -0.91294 -0.57456 -0.34482  -0.4545
O -0.20646 1.37035 0.17306  -0.5339
H 2.03350 -1.10823 -0.44340  0.2104
H 2.37611 0.54041 0.13758  0.2205
C 0.35849 0.26441 -0.56164  0.1085
H 1.39891 -0.55846 1.12716  0.2058
C -1.32614 0.57352 0.58588  -0.0577
H -1.54143 -0.67044 -1.23350  0.2116



Entry 5:
Computed, not measured: an isolated molecule of C4H7NO in a non-equilibrium geometry, with ωB97M-V/def2-TZVPD.

Calculated values
ΔE to the lowest compared entry with this formula, charge and spin = 3.347 eV
Kohn-Sham gap = 0.3822 Ha
SMILES = O[C@H]1CN2C[C@@H]12

Each line ends with the natural charge from an NBO analysis.
Cartesian coordinates (Å):
H -2.21201 1.13930 0.69973  0.2128
O 2.18535 0.03407 0.34158  -0.6993
H -0.02577 -1.81143 -1.24369  0.2094
C 1.02825 0.03763 -0.44440  0.0778
H -1.47183 -0.31045 1.45209  0.2028
C 0.00066 -1.10083 -0.42582  -0.2687
H 0.04674 -1.62603 0.54306  0.1827
N -1.10849 -0.10524 -0.63691  -0.3731
H 1.90248 0.22037 1.24238  0.4670
C -1.36580 0.44421 0.66336  -0.2716
C -0.16371 0.95788 -0.14655  -0.1351
H -0.20589 1.96858 -0.56759  0.2079
H 1.39003 0.15194 -1.47723  0.1874



Entry 6:
Computed, not measured: a 3-piece molecular cluster, CH4IO2PS overall in a non-equilibrium geometry, with ωB97M-V/def2-TZVPD.

Calculated values
ΔE to the lowest compared entry with this formula, charge and spin = 0.000 eV
Kohn-Sham gap (alpha / beta) = 0.3114 / 0.2653 Ha
Multiplicity = 3
⟨S²⟩ = 2.0093

Each line ends with the natural charge from an NBO analysis.
Cartesian coordinates (Å):
H -2.26125 -1.21068 0.35577  0.5010
H -2.53032 1.08387 1.96579  0.1138
C -2.90339 0.32767 1.25740  0.6489
H 3.02370 -0.89291 0.89458  0.0220
I 4.00650 1.72032 -3.19370  -0.0898
P 2.43662 -0.71561 -0.38769  0.0853
O -4.00657 0.30874 0.80184  -0.5745
S 0.59650 -0.33356 0.08848  -0.1100
H 3.58696 0.25986 -2.77708  0.0870
O -1.94874 -0.54771 0.99461  -0.6838